[1]
Density functional theory data (the ωB97M-V functional and the def2-TZVPD basis) for a molecular structure, C8H8O3 at a distorted geometry.

The value obtained for the LUMO energy is 0.21 eV. Its gap between HOMO and LUMO is 9.05 eV. The value obtained for the energy relative to the best compared isomer or geometry (same formula, charge and spin) is 475.0 kJ/mol.

Atoms and positions in Å:
C: 0.51 2.37 1.93
C: 0.47 2.02 0.50
C: 0.04 0.68 0.05
C: -1.17 0.51 -0.55
C: -1.74 -0.71 -1.04
C: -0.95 -1.78 -0.84
C: 0.35 -1.80 -0.16
C: 0.74 -0.53 0.29
H: 1.23 1.45 2.44
H: 1.05 3.22 1.94
H: -0.44 2.33 2.43
H: -1.67 1.25 -1.04
H: -2.60 -0.72 -1.50
H: -2.02 -3.09 -1.68
H: 1.15 -2.81 0.10
H: 2.49 -1.44 0.76
O: 0.87 2.86 -0.27
O: -1.36 -3.08 -1.17
O: 1.91 -0.37 0.89

---

[2]
Density functional theory data (the ωB97M-V functional and the def2-TZVPD basis) for 3 unconnected molecules or ions with the total composition C22H31N2O11P2S at a distorted geometry.

The value obtained for the LUMO energy is -3.55 eV. Its gap between HOMO and LUMO is 7.92 eV. As for the total charge: +1.

Atoms and positions in Å:
C: 2.51 3.89 1.60
C: 2.62 2.72 1.38
C: 2.88 1.29 1.26
C: 1.56 0.51 1.53
C: 1.59 -0.86 0.81
P: 0.79 -0.87 -0.84
S: 1.68 0.68 -1.91
O: -0.76 -0.56 -0.81
C: -1.53 -1.37 0.13
C: -2.64 -0.45 0.78
N: -2.73 0.81 0.04
C: -2.12 1.95 0.75
C: -1.28 2.83 -0.24
C: -1.43 4.32 0.06
O: -1.68 2.63 -1.58
P: 1.28 -2.71 -1.97
N: 2.91 -3.00 -1.58
O: 0.47 -3.94 -1.26
H: 2.37 4.88 1.96
H: 3.64 1.02 2.00
H: 3.30 1.02 0.28
H: 0.68 1.11 1.28
H: 1.53 0.38 2.61
H: 2.63 -1.16 0.65
H: 1.17 -1.62 1.46
H: 0.87 0.68 -3.01
H: -2.05 -2.17 -0.39
H: -0.92 -1.84 0.90
H: -2.42 -0.25 1.84
H: -3.60 -0.96 0.67
H: -3.71 1.05 -0.07
H: -2.89 2.62 1.16
H: -1.43 1.63 1.54
H: -0.23 2.54 -0.10
H: -0.82 4.88 -0.65
H: -2.48 4.57 -0.09
H: -1.15 4.54 1.09
H: -1.29 1.82 -1.89
H: 3.37 -3.53 -2.31
H: 3.43 -2.17 -1.33
H: -0.20 -4.24 -1.88
C: -0.24 6.49 5.16
C: -1.24 6.25 6.02
C: -1.54 4.86 6.50
O: -2.45 4.71 7.29
C: -0.73 3.76 5.99
C: 0.26 4.01 5.13
C: 0.58 5.40 4.67
O: 1.52 5.55 3.90
O: 1.03 3.03 4.63
O: -2.01 7.22 6.49
H: 0.00 7.49 4.80
H: -0.97 2.77 6.33
H: 1.67 3.47 4.04
H: -2.65 6.79 7.08
C: 0.08 -5.32 -6.04
C: 0.52 -5.78 -4.87
C: 0.68 -7.24 -4.60
O: 1.10 -7.58 -3.51
C: 0.32 -8.17 -5.66
C: -0.12 -7.72 -6.84
C: -0.26 -6.25 -7.11
O: -0.65 -5.90 -8.20
O: -0.46 -8.54 -7.83
O: 0.84 -4.96 -3.85
H: -0.04 -4.26 -6.25
H: 0.43 -9.23 -5.44
H: -0.74 -7.97 -8.57
H: 1.13 -5.55 -3.13

---

[3]
Density functional theory data (the ωB97M-V functional and the def2-TZVPD basis) for C4H10N2O in the gas phase.

The value obtained for the LUMO energy is 0.87 eV. Its gap between HOMO and LUMO is 10.30 eV. The value obtained for the energy relative to the best compared isomer or geometry (same formula, charge and spin) is 143.9 kJ/mol. Its structure (SMILES) is [H]/N=C/[C@@H](C)[C@H](N)O.

Atoms and positions in Å:
H: -2.49 0.32 1.82
N: -1.65 0.65 1.35
C: -0.74 -0.20 1.21
C: 0.52 0.15 0.48
C: 1.62 -0.88 0.69
C: 0.15 0.28 -1.02
N: -0.57 1.51 -1.21
O: -0.57 -0.89 -1.37
H: -0.79 -1.24 1.56
H: 0.85 1.14 0.80
H: 2.54 -0.57 0.21
H: 1.81 -1.01 1.75
H: 1.31 -1.84 0.27
H: 1.08 0.33 -1.62
H: -1.28 1.60 -0.48
H: -1.04 1.52 -2.11
H: -0.74 -0.88 -2.32

---

[4]
Density functional theory data (the ωB97M-V functional and the def2-TZVPD basis) for C4H8O2 in the gas phase.

The value obtained for the LUMO energy is 0.97 eV. Its gap between HOMO and LUMO is 11.05 eV. The value obtained for the energy relative to the best compared isomer or geometry (same formula, charge and spin) is 177.6 kJ/mol. Its structure (SMILES) is CC[C@]1(O)CO1.

Atoms and positions in Å:
C: -1.89 0.48 -0.01
C: -0.72 -0.50 0.10
C: 0.67 0.10 -0.08
O: 0.76 1.01 -1.12
C: 1.85 -0.71 0.24
O: 1.47 0.49 1.00
H: -1.78 1.29 0.73
H: -2.84 -0.03 0.18
H: -1.95 0.93 -1.01
H: -0.83 -1.27 -0.67
H: -0.74 -1.04 1.06
H: 1.53 1.54 -0.86
H: 1.75 -1.58 0.88
H: 2.72 -0.70 -0.44

---

[5]
Density functional theory data (the ωB97M-V functional and the def2-TZVPD basis) for 2 unconnected molecules or ions with the total composition C6H12O at a distorted geometry.

The value obtained for the LUMO energy is 0.84 eV. Its gap between HOMO and LUMO is 10.39 eV. The value obtained for the energy relative to the best compared isomer or geometry (same formula, charge and spin) is 202.9 kJ/mol. Its structure (SMILES) is C=CCC(=C)C.O.

Atoms and positions in Å:
C: -0.02 3.03 0.34
C: -0.21 1.72 0.51
C: 0.97 0.80 0.70
C: 0.50 -0.63 0.29
C: 1.16 -1.49 -0.49
C: -0.69 -1.13 1.13
H: 0.91 3.60 0.39
H: -0.92 3.66 0.37
H: -1.20 1.28 0.46
H: 1.78 1.13 0.06
H: 1.11 0.90 1.78
H: 0.76 -2.48 -0.56
H: 1.89 -1.13 -1.22
H: -0.45 -2.13 1.45
H: -0.82 -0.43 1.95
H: -1.65 -1.15 0.60
O: -0.77 -1.94 -2.80
H: -0.68 -1.45 -1.99
H: -1.69 -2.15 -2.95

---

[6]
Density functional theory data (the ωB97M-V functional and the def2-TZVPD basis) for a molecular structure, C40H45Cl3LuN7OPS.

The value obtained for the LUMO energy (spin up / spin down) is -3.31 / -2.44 eV. Its gap between HOMO and LUMO (spin up / spin down) is 6.38 / 6.77 eV. As for the total charge: +1.

Atoms and positions in Å:
Lu: -0.03 0.04 -0.02
C: -1.02 1.66 3.09
N: 0.05 1.81 2.10
C: 1.38 1.49 2.67
C: 2.23 0.63 1.77
C: 3.67 0.68 2.08
C: 4.40 0.44 0.81
C: 3.70 -1.95 0.91
C: 2.40 -1.72 1.22
N: 1.62 -0.66 1.62
C: 0.02 3.19 1.58
C: 0.74 3.43 0.29
C: 1.76 4.36 0.18
C: 2.29 4.62 -1.07
C: 1.77 3.95 -2.17
C: 0.78 3.01 -1.95
N: 0.28 2.73 -0.75
C: -2.18 0.83 2.63
C: -3.35 0.83 3.38
C: -4.40 0.02 3.01
C: -4.25 -0.78 1.89
C: -3.06 -0.72 1.19
N: -2.04 0.06 1.55
H: -0.62 1.19 3.99
H: -1.39 2.64 3.40
H: 1.91 2.41 2.93
H: 1.25 0.90 3.57
H: 4.08 0.45 3.06
H: 5.26 1.10 0.67
H: 3.95 -2.99 0.69
H: 1.80 -2.63 1.16
H: -1.03 3.42 1.39
H: 0.39 3.89 2.34
H: 2.12 4.87 1.06
H: 3.09 5.34 -1.19
H: 2.14 4.14 -3.17
H: 0.36 2.45 -2.78
H: -3.42 1.47 4.26
H: -5.31 0.00 3.59
H: -5.04 -1.43 1.55
H: -2.92 -1.34 0.32
Cl: 6.01 -1.25 2.20
C: 4.86 -1.02 0.78
C: 5.72 -1.28 -0.44
C: 5.46 -0.94 -1.71
Cl: 6.74 -1.34 -2.85
C: 4.24 -0.38 -2.30
C: 4.04 -0.44 -3.67
C: 2.82 -0.06 -4.22
C: 1.79 0.25 -3.36
N: 1.91 0.32 -2.04
C: 3.17 0.15 -1.52
C: 3.32 0.63 -0.21
O: 2.20 1.15 0.37
H: 6.67 -1.75 -0.25
H: 4.83 -0.80 -4.31
H: 2.66 -0.08 -5.29
H: 0.81 0.46 -3.77
Cl: -0.89 -1.04 -2.95
C: -1.99 -2.23 -2.28
C: -3.14 -2.56 -2.96
C: -4.02 -3.46 -2.38
C: -3.71 -3.99 -1.13
C: -2.53 -3.65 -0.48
C: -1.62 -2.75 -1.04
C: -0.36 -2.33 -0.38
H: -3.34 -2.15 -3.94
H: -4.93 -3.75 -2.89
H: -4.39 -4.70 -0.66
H: -2.30 -4.09 0.48
H: 0.49 -2.53 -1.05
H: -0.22 -2.91 0.54
C: 0.16 -1.76 4.92
P: -0.59 -2.49 3.39
C: 0.29 -4.11 3.43
C: -2.19 -3.03 4.12
H: 0.11 -2.46 5.76
H: -0.37 -0.85 5.20
H: 1.21 -1.52 4.72
H: 0.09 -4.64 4.36
H: 1.37 -3.94 3.35
H: -0.02 -4.73 2.59
H: -2.05 -3.62 5.03
H: -2.75 -3.63 3.40
H: -2.80 -2.16 4.37
C: -3.78 1.53 -4.95
N: -3.35 1.17 -3.61
C: -2.78 1.90 -2.65
S: -2.68 1.24 -1.07
N: -2.32 3.14 -2.87
C: -2.06 3.85 -4.11
H: -4.64 0.92 -5.20
H: -3.00 1.34 -5.69
H: -4.08 2.57 -5.01
H: -3.58 0.24 -3.29
H: -1.98 3.57 -2.02
H: -1.74 3.17 -4.89
H: -1.25 4.55 -3.93
H: -2.92 4.42 -4.46

---

Number 1: total energy -535.21074 Ha. Number 2: total energy -2874.66543 Ha. Number 3: total energy -343.14664 Ha. Number 4: total energy -307.64479 Ha. Number 5: total energy -310.98201 Ha. Number 6: total energy -5365.23287 Ha.